No. 1
{
  "formula": "C14H40O10",
  "method": "the ωB97M-V functional and the def2-TZVPD basis",
  "gap_ha": 0.3569,
  "lumo_ev": 0.37,
  "homo_energy_ha": -0.34318,
  "total_charge": 0,
  "de_lowest_kcal_mol": 5.9,
  "smiles": "CC(C)O.CC(C)O.OCCO.OCCO.OCCO.OCCO",
  "total_energy_ev": -35639.6769,
  "species": ["C", "C", "C", "O", "H", "H", "H", "H", "H", "H", "H", "H", "C", "C", "C", "O", "H", "H", "H", "H", "H", "H", "H", "H", "C", "C", "O", "O", "H", "H", "H", "H", "H", "H", "C", "C", "O", "O", "H", "H", "H", "H", "H", "H", "C", "C", "O", "O", "H", "H", "H", "H", "H", "H", "C", "C", "O", "O", "H", "H", "H", "H", "H", "H"],
  "positions_angstrom": [[-3.478, 0.748, -3.482], [-2.990, -0.178, -2.378], [-4.038, -0.371, -1.290], [-2.731, -1.472, -2.909], [-2.775, 0.716, -4.317], [-3.556, 1.768, -3.107], [-4.436, 0.443, -3.908], [-2.097, 0.263, -1.922], [-3.574, -0.813, -0.410], [-4.839, -0.933, -1.772], [-4.478, 0.579, -0.981], [-1.951, -1.360, -3.464], [5.142, 1.265, 1.800], [5.136, 1.011, 0.303], [5.073, -0.447, -0.110], [4.064, 1.729, -0.264], [4.304, 0.792, 2.315], [5.204, 2.333, 2.003], [6.034, 0.814, 2.249], [6.032, 1.467, -0.125], [5.761, -1.044, 0.496], [5.432, -0.530, -1.136], [4.083, -0.885, 0.016], [3.234, 1.320, 0.036], [-0.181, -1.051, 0.115], [0.610, 0.161, -0.335], [1.660, 0.569, 0.491], [-1.039, -0.717, 1.189], [0.483, -1.869, 0.405], [-0.782, -1.287, -0.769], [-0.067, 1.011, -0.498], [0.918, 0.030, -1.376], [1.396, 0.543, 1.426], [-1.650, -1.460, 1.309], [-0.471, 1.968, 3.430], [0.619, 1.207, 4.124], [1.234, 0.241, 3.280], [-1.579, 1.157, 3.087], [-0.032, 2.371, 2.511], [-0.838, 2.783, 4.054], [0.352, 0.664, 5.036], [1.371, 1.900, 4.509], [0.777, -0.604, 3.274], [-1.243, 0.551, 2.402], [0.265, 2.643, -3.359], [0.370, 3.396, -2.062], [0.214, 4.777, -2.272], [-0.969, 2.990, -3.982], [0.402, 1.570, -3.213], [1.109, 3.029, -3.939], [1.341, 3.193, -1.606], [-0.389, 3.055, -1.345], [-0.425, 4.809, -2.997], [-0.938, 2.888, -4.936], [-2.171, -5.466, 1.342], [-1.647, -4.176, 1.914], [-2.545, -3.087, 1.633], [-1.890, -5.516, -0.051], [-3.248, -5.537, 1.508], [-1.613, -6.259, 1.851], [-0.698, -3.918, 1.447], [-1.562, -4.254, 2.999], [-3.353, -3.222, 2.136], [-2.346, -6.299, -0.374]]
}

---

No. 2
{
  "formula": "C14H41AlBO14P4",
  "method": "the ωB97M-V functional and the def2-TZVPD basis",
  "gap_ha": 0.1060,
  "lumo_ev": -0.39,
  "homo_energy_ha": -0.12035,
  "total_charge": -1,
  "total_energy_ev": -88278.8498,
  "species": ["C", "C", "O", "P", "O", "C", "C", "Al", "O", "B", "O", "O", "P", "C", "C", "O", "C", "C", "H", "H", "H", "H", "H", "H", "H", "H", "H", "H", "H", "H", "H", "H", "H", "H", "H", "H", "H", "H", "H", "H", "H", "C", "O", "P", "O", "O", "C", "O", "C", "H", "H", "H", "H", "H", "H", "H", "H", "H", "C", "O", "P", "O", "O", "C", "O", "C", "H", "H", "H", "H", "H", "H", "H", "H", "H"],
  "positions_angstrom": [[-2.701, -3.592, 2.963], [-3.993, -2.836, 2.412], [-3.535, -1.537, 1.970], [-4.041, -1.158, 0.419], [-3.893, -2.286, -0.594], [-3.024, 0.352, -0.084], [-1.734, -0.018, -0.938], [-0.146, -0.754, 0.133], [1.481, -0.212, -0.657], [-0.160, 0.016, 2.065], [0.650, 1.201, 2.321], [-0.920, -0.471, 3.193], [-0.188, -3.085, -0.002], [1.539, -3.841, 0.127], [-0.858, -3.557, -1.734], [-5.637, -0.591, 0.569], [-6.529, -1.242, -0.349], [-8.006, -0.858, 0.139], [-2.963, -4.600, 3.390], [-2.142, -2.969, 3.717], [-1.998, -3.770, 2.101], [-4.540, -3.432, 1.637], [-4.634, -2.648, 3.331], [-3.718, 0.954, -0.755], [-2.823, 1.011, 0.808], [-2.038, -0.676, -1.798], [-1.375, 0.962, -1.394], [1.421, -0.272, -1.621], [0.077, 1.861, 2.758], [-1.732, 0.072, 3.202], [1.839, -4.057, 1.196], [2.347, -3.280, -0.421], [1.476, -4.865, -0.368], [-0.037, -3.337, -2.475], [-1.081, -4.668, -1.717], [-1.756, -2.942, -2.007], [-6.416, -2.356, -0.403], [-6.454, -0.831, -1.404], [-8.020, 0.275, 0.149], [-8.804, -1.292, -0.515], [-8.094, -1.178, 1.220], [2.990, 3.908, 3.167], [3.312, 5.115, 3.856], [2.070, 5.850, 4.772], [1.029, 5.840, 3.653], [2.881, 7.266, 4.798], [3.417, 7.777, 3.586], [0.998, 6.463, 5.955], [0.054, 5.520, 6.458], [3.921, 3.405, 2.905], [2.393, 3.248, 3.796], [2.453, 4.137, 2.246], [2.843, 7.454, 2.715], [4.454, 7.452, 3.483], [3.398, 8.866, 3.631], [0.555, 4.598, 6.760], [-0.700, 5.300, 5.699], [-0.436, 5.955, 7.329], [6.166, -1.334, -6.457], [5.110, -0.883, -5.621], [3.891, -2.016, -5.219], [3.676, -2.409, -6.682], [2.884, -0.804, -4.807], [2.784, 0.333, -5.651], [2.707, -3.124, -4.679], [3.113, -4.490, -4.674], [6.997, -0.633, -6.365], [6.504, -2.328, -6.159], [5.838, -1.344, -7.496], [2.997, 0.092, -6.694], [3.475, 1.104, -5.305], [1.768, 0.724, -5.585], [4.074, -4.605, -4.169], [3.183, -4.866, -5.697], [2.362, -5.067, -4.134]]
}

---

No. 3
{
  "formula": "C14H41N3O4Si2",
  "method": "the ωB97M-V functional and the def2-TZVPD basis",
  "gap_ha": 0.3652,
  "lumo_ev": 0.65,
  "homo_energy_ha": -0.34115,
  "total_charge": 0,
  "smiles": "C=C[SiH2]O[SiH3].COC[C@@H](C)N.COC[C@@H](C)N.COC[C@@H](C)N",
  "total_energy_ev": -43597.6284,
  "species": ["C", "C", "Si", "O", "Si", "H", "H", "H", "H", "H", "H", "H", "H", "C", "C", "C", "O", "C", "N", "H", "H", "H", "H", "H", "H", "H", "H", "H", "H", "H", "C", "C", "C", "O", "C", "N", "H", "H", "H", "H", "H", "H", "H", "H", "H", "H", "H", "C", "C", "C", "O", "C", "N", "H", "H", "H", "H", "H", "H", "H", "H", "H", "H", "H"],
  "positions_angstrom": [[-4.296, 6.048, 6.091], [-5.318, 5.350, 5.605], [-6.223, 5.765, 4.037], [-5.222, 6.077, 2.768], [-3.801, 5.363, 2.318], [-4.052, 7.034, 5.703], [-3.661, 5.644, 6.875], [-5.649, 4.474, 6.166], [-7.034, 6.987, 4.232], [-7.147, 4.655, 3.719], [-4.050, 4.287, 1.340], [-3.057, 4.814, 3.470], [-2.980, 6.412, 1.680], [-0.557, 3.721, -1.240], [-0.255, 4.755, -0.159], [1.237, 5.074, -0.006], [1.985, 4.086, 0.673], [2.394, 2.987, -0.119], [-0.865, 4.319, 1.099], [-0.306, 2.710, -0.915], [-1.620, 3.732, -1.477], [-0.001, 3.932, -2.155], [-0.743, 5.691, -0.451], [1.336, 5.978, 0.601], [1.688, 5.286, -0.985], [2.621, 3.297, -1.144], [1.638, 2.200, -0.147], [3.297, 2.575, 0.330], [-0.756, 5.055, 1.792], [-0.314, 3.547, 1.466], [2.694, -2.419, -3.340], [1.947, -2.164, -2.036], [0.860, -1.089, -2.145], [1.340, 0.241, -2.172], [1.768, 0.713, -3.434], [2.919, -1.871, -0.979], [3.410, -1.626, -3.554], [3.253, -3.352, -3.270], [2.005, -2.499, -4.183], [1.437, -3.093, -1.764], [0.232, -1.149, -1.251], [0.210, -1.275, -3.010], [1.158, 0.296, -4.241], [2.819, 0.483, -3.624], [1.651, 1.797, -3.430], [2.441, -1.811, -0.085], [3.282, -0.935, -1.136], [1.158, -8.194, 0.849], [1.661, -8.143, -0.590], [1.960, -6.725, -1.090], [0.817, -5.959, -1.418], [0.181, -5.315, -0.333], [0.713, -8.856, -1.448], [0.116, -7.881, 0.919], [1.215, -9.214, 1.227], [1.755, -7.554, 1.502], [2.610, -8.688, -0.628], [2.530, -6.804, -2.019], [2.586, -6.180, -0.370], [0.908, -4.987, 0.417], [-0.570, -5.951, 0.142], [-0.328, -4.439, -0.737], [1.091, -8.930, -2.387], [-0.116, -8.277, -1.550]]
}